62
Properties=species:S:1:pos:R:3:forces:R:3 method="wB97M-V/def2-TZVPD" orbital_gap_ev=9.21 lumo_ev=-0.0839 mol_weight_g_mol=497.45
C -3.349315 -1.200791 -5.669212 -0.10 0.53 -0.03
C -2.812445 -0.066716 -4.798193 0.32 -0.74 0.48
C -1.314478 -0.250663 -4.591237 -0.86 0.41 -0.49
O -0.902435 0.721266 -3.628391 0.46 0.57 0.31
N 0.253679 0.327234 -2.953213 0.06 0.70 -0.14
C 1.316503 -0.319757 -3.612205 -0.22 -0.91 0.69
O 1.961342 0.097709 -4.522587 -0.10 0.08 -0.83
C 1.484351 -1.600259 -2.839234 0.31 0.08 -0.04
C 2.193452 -2.733655 -3.184233 -0.03 0.07 0.30
C 2.138212 -3.804057 -2.289991 0.04 0.20 -0.03
C 1.429981 -3.708156 -1.097351 -0.05 0.21 -0.17
C 0.738616 -2.545738 -0.725470 0.23 0.30 0.05
C 0.016308 -2.476752 0.592832 -0.59 -0.65 -0.63
C -1.457787 -2.054373 0.500368 0.08 -0.10 0.70
C 0.774555 -1.499706 -1.645616 0.18 -0.05 0.31
C 0.140676 -0.135099 -1.612311 0.05 -0.98 -0.71
O -0.303670 0.509721 -0.717613 -0.48 0.16 0.42
H -4.418086 -1.059658 -5.810695 -0.08 -0.13 -0.13
H -3.191805 -2.167959 -5.197954 0.05 -0.09 0.01
H -2.866589 -1.193752 -6.644764 -0.02 -0.12 -0.12
H -3.042562 0.910030 -5.214148 0.01 0.10 -0.01
H -3.255784 -0.158191 -3.806003 -0.23 0.27 0.02
H -0.815275 -0.054685 -5.541584 0.38 -0.25 0.05
H -1.155709 -1.274333 -4.250612 0.34 0.01 0.14
H 2.757185 -2.778493 -4.103944 0.02 -0.02 -0.06
H 2.671826 -4.717923 -2.513670 -0.04 -0.04 -0.04
H 1.409439 -4.562572 -0.434227 -0.02 0.00 0.08
H 0.564992 -1.882854 1.306866 0.05 0.33 -0.01
H 0.033933 -3.485722 0.998401 0.15 -0.05 0.12
H -1.941127 -2.404402 -0.409511 0.06 0.14 -0.18
H -1.991891 -2.523772 1.327006 -0.05 -0.03 0.04
H -1.580229 -0.987102 0.640755 -0.09 0.13 -0.35
O 1.519885 -2.871863 3.063137 0.17 -0.09 0.31
C 2.440716 -2.140535 3.242576 -0.03 -0.04 0.00
O 2.886585 -1.734385 4.450563 0.02 0.01 -0.15
C 4.129120 -1.047264 4.256465 0.23 0.23 0.19
C 4.025774 -0.592017 2.818326 0.10 0.19 -0.01
O 3.175457 -1.592255 2.244086 0.00 -0.01 0.06
H 4.224220 -0.216124 4.951220 -0.20 -0.05 0.08
H 4.948707 -1.749105 4.420434 -0.04 -0.04 -0.06
H 3.540087 0.381388 2.722216 -0.01 -0.01 0.04
H 4.984840 -0.560307 2.308440 -0.07 -0.15 -0.12
O 3.169994 2.328069 5.259646 0.03 -0.07 -0.07
C 2.096729 2.224465 4.753320 0.00 -0.04 0.03
O 1.797465 2.642180 3.499103 -0.05 -0.12 0.20
C 0.497251 2.129336 3.167325 -0.19 -0.02 -0.31
C -0.128227 1.914501 4.523148 -0.21 -0.03 -0.03
O 1.021068 1.660762 5.345874 0.04 0.11 -0.10
H -0.048673 2.839244 2.553768 0.15 0.07 -0.04
H 0.616106 1.198943 2.608806 0.00 0.00 0.01
H -0.641397 2.803348 4.893219 0.05 0.01 0.02
H -0.815747 1.074370 4.539293 0.12 -0.08 0.14
O -2.881659 2.034209 2.459142 0.08 0.10 0.07
C -2.889603 2.925606 1.670361 0.00 -0.15 -0.02
O -3.708265 4.002310 1.731579 0.06 -0.03 -0.05
C -3.263828 4.951768 0.756288 -0.02 0.17 -0.08
C -2.525302 4.075693 -0.233164 0.02 0.10 -0.21
O -2.076684 2.997640 0.592419 -0.06 0.09 0.13
H -4.109437 5.475154 0.318175 -0.11 -0.11 0.11
H -2.609378 5.676441 1.244201 0.02 -0.03 0.01
H -3.179248 3.674626 -1.008961 -0.02 -0.02 0.03
H -1.682420 4.574983 -0.703267 0.11 -0.13 0.08